{"formula": "C13H26N2O18V3Zr", "method": "ωB97M-V/def2-TZVPD", "species": ["O", "V", "O", "O", "V", "O", "O", "V", "O", "Zr", "C", "O", "O", "O", "C", "O", "O", "O", "C", "O", "O", "O", "C", "C", "C", "O", "C", "N", "H", "H", "H", "H", "H", "H", "H", "H", "H", "H", "H", "C", "O", "C", "C", "N", "C", "C", "O", "C", "H", "H", "H", "H", "H", "H", "H", "H", "H", "H", "H", "H", "H", "H", "H"], "xyz": [[-4.11444, 26.54556, -13.22455], [-5.54126, 26.32843, -13.87828], [-6.54980, 26.10546, -12.63882], [-4.47285, 18.95390, -14.26670], [-4.19667, 20.52337, -14.23662], [-3.63968, 20.85475, -12.76798], [-6.04035, 22.84210, -10.96346], [-6.87918, 22.44692, -12.28228], [-8.13204, 23.40013, -12.26328], [-6.16958, 23.23026, -16.21355], [-4.28849, 23.72346, -14.26263], [-5.39343, 23.83071, -13.62389], [-4.33150, 22.56579, -14.87504], [-4.67053, 24.60704, -15.20529], [-4.66007, 23.12005, -18.62396], [-4.86644, 22.97165, -19.79499], [-4.60869, 22.21983, -17.65559], [-5.20980, 24.12308, -17.92246], [-7.06630, 20.94891, -14.69622], [-6.28731, 21.04070, -15.70338], [-6.49087, 20.70034, -13.56067], [-7.46776, 22.17898, -14.55410], [-1.60367, 19.22341, -17.71838], [-2.29993, 19.25526, -16.36288], [-1.30912, 18.91607, -15.25470], [-1.88666, 19.26432, -14.00875], [-1.09075, 18.83599, -12.89513], [-2.92105, 20.55872, -16.10349], [-1.05300, 18.28653, -17.83754], [-0.85291, 20.01849, -17.67400], [-2.23749, 19.30778, -18.59720], [-3.14482, 18.56915, -16.29845], [-0.34475, 19.42856, -15.34719], [-1.18525, 17.82912, -15.30682], [-1.60747, 19.36719, -12.09587], [-0.08515, 19.26973, -12.90295], [-1.05624, 17.75012, -12.87413], [-3.56280, 20.91920, -16.81526], [-2.25066, 21.31360, -15.97012], [-0.88673, 30.99974, -12.03685], [-0.56187, 31.09279, -13.40928], [-1.10812, 30.08886, -14.22489], [-0.69280, 28.64477, -13.94363], [-1.11736, 27.80276, -15.04387], [-1.07759, 26.39514, -14.66719], [-1.37377, 25.43671, -15.80004], [-1.41388, 24.10338, -15.33422], [-0.88375, 23.17110, -16.26228], [-1.82700, 31.53841, -11.87100], [-0.07941, 31.43380, -11.45182], [-1.03207, 29.99001, -11.63790], [-0.68337, 30.29850, -15.21514], [-2.19132, 30.22512, -14.34971], [-1.16255, 28.34755, -13.00095], [0.38727, 28.64034, -13.74841], [-0.44668, 27.89799, -15.80263], [-1.75129, 26.30705, -13.80769], [-0.13055, 26.01920, -14.23402], [-0.62908, 25.56774, -16.59282], [-2.32788, 25.75226, -16.25371], [-1.66114, 22.90820, -16.98793], [-0.62361, 22.26610, -15.70400], [0.04815, 23.49861, -16.72275]], "atomic_forces_ev_per_a": [[-2.31, 0.16, -0.90], [1.53, -2.50, 3.92], [1.70, 1.04, -2.94], [-0.31, 1.65, -0.32], [1.15, -2.82, 1.55], [-0.88, 0.19, -1.56], [-1.41, -1.23, -2.31], [1.29, 2.04, 1.12], [0.75, -0.85, 0.21], [6.91, -2.64, -1.79], [-10.21, -2.62, -4.55], [-0.77, -0.18, 8.62], [3.42, -1.84, -0.17], [2.89, 5.73, -4.66], [-4.71, -1.17, 0.38], [2.23, 0.15, 0.11], [0.18, -2.30, 1.53], [-2.71, 3.45, 2.11], [6.72, 7.58, 2.76], [0.99, -3.45, -4.55], [-0.60, -3.80, 1.61], [-5.50, 3.52, -0.85], [0.59, -0.27, 0.46], [-0.31, 0.05, -0.53], [-0.76, -0.19, 0.34], [1.01, -0.15, -0.70], [-0.72, 1.36, -0.25], [-0.72, 0.75, 1.65], [-0.02, 0.00, 0.08], [-0.04, 0.03, -0.47], [-0.23, 0.30, 0.17], [0.25, -0.30, -0.13], [0.05, -0.05, -0.31], [0.42, 0.02, 0.03], [0.06, -0.85, 0.56], [0.09, -0.18, -0.41], [-0.08, -0.04, 0.43], [0.14, -0.41, -0.30], [0.05, -0.36, -0.04], [-0.53, 0.17, 0.20], [0.49, -0.71, 0.38], [0.41, 0.42, -1.33], [-0.22, 1.01, 0.97], [0.44, -0.93, -0.30], [0.44, -0.59, 1.22], [-0.91, 1.07, -0.44], [0.29, 0.15, 0.10], [-0.35, -0.45, 0.51], [0.11, 0.08, 0.25], [-0.05, 0.25, -0.11], [0.12, -0.12, -0.38], [-0.18, 0.17, 0.01], [-0.07, -0.34, 0.32], [-0.09, -0.47, -0.23], [0.03, -0.12, -0.13], [-0.15, 0.40, -0.06], [-0.36, -0.39, -0.36], [0.21, 0.57, -0.14], [0.16, -0.16, 0.12], [-0.03, -0.41, -0.03], [0.32, 0.17, -0.38], [-0.03, 0.11, 0.11], [-0.16, 0.28, -0.20]], "spin_multiplicity": 1, "charge": 1, "homo_lumo_gap_ev": 4.5990, "e_lumo_ev": -7.004}